Record 1
C37H58BCrN6O4S2Si as an isolated structure, computed with ωB97M-V with the def2-TZVPD basis set.

The geometry in XYZ format:
```
110
Properties=species:S:1:pos:R:3:forces:R:3:mulliken_spin:R:1
H 5.5104 3.0689 -0.9052 0.01 0.06 -0.06 0.000
H 0.2686 2.7337 3.7607 -0.17 -0.16 0.08 0.003
H -1.8187 -0.4960 4.1328 -0.09 -0.04 -0.14 0.000
C -2.0216 -3.1963 -1.6343 0.07 0.05 0.14 0.003
H -1.7336 -3.6911 -3.9561 0.07 0.14 -0.49 -0.006
C -2.9887 0.7106 2.7143 0.03 -0.29 -0.27 -0.041
C -0.4547 -3.4278 0.6167 -0.05 0.04 -0.08 -0.010
H -2.7922 -3.7536 -1.1010 -0.02 0.00 -0.03 0.001
H -0.3574 1.1727 4.3184 -0.06 0.21 -0.04 0.002
O -1.5328 0.8975 -0.4532 -1.46 0.35 -0.45 0.002
C 3.5539 -2.1354 2.5197 -0.03 -0.08 -0.11 -0.003
C 3.8842 1.8819 -0.2346 0.63 -0.31 -0.27 0.005
H -3.7584 3.8953 2.9753 0.05 0.09 -0.03 0.000
N 0.3635 1.0713 -2.2355 -0.13 -0.09 -0.10 0.012
H -3.1948 1.6588 4.6847 -0.15 -0.07 -0.11 0.000
C -1.1987 0.9302 -4.1168 -0.10 0.16 0.11 0.031
H 4.3125 3.9077 0.0827 -0.06 0.03 -0.02 0.000
H 1.8604 -5.9602 -5.2178 0.00 -0.05 0.03 0.000
H 0.1459 -4.1441 0.0502 -0.02 0.02 0.07 -0.001
H 4.8747 -0.1666 3.6093 -0.06 0.01 0.06 0.000
Cr 0.0723 0.8315 0.4883 -0.57 -0.14 -1.08 3.386
H -1.2668 -3.9458 1.1310 0.07 -0.01 -0.01 -0.001
C 1.3948 -0.6429 5.3554 -0.08 0.07 0.03 0.000
N -2.3056 -0.0247 -6.7375 0.16 0.21 0.42 0.344
H 4.2605 -1.0226 5.0358 0.01 0.03 -0.06 0.000
C 2.9254 -1.0072 3.3290 -0.14 -0.03 -0.13 -0.006
H -0.9167 5.4252 1.1180 0.02 -0.10 0.02 -0.001
H -0.0869 4.4666 2.3583 -0.06 0.00 -0.11 0.005
H -4.5855 1.0160 -3.8707 0.03 -0.02 0.04 0.026
H -3.4071 -0.1085 0.7382 0.04 0.00 -0.05 0.001
H 2.0317 1.2702 -5.1364 -0.05 -0.01 0.04 0.004
C -2.5826 0.8542 -4.5574 0.13 0.03 -0.02 -0.081
H -3.2329 -1.3211 3.4364 0.09 0.10 -0.01 0.001
C 1.6201 -1.4321 4.0722 0.13 0.08 -0.04 -0.027
S -1.1254 -2.1497 -0.4740 0.17 -0.09 0.23 0.056
N 2.2746 -1.4338 -0.9399 -0.42 -0.21 -0.19 0.021
C -2.7964 4.3690 2.7766 0.03 0.10 0.08 -0.002
H 6.4402 3.5493 1.3721 -0.03 -0.02 -0.01 0.000
H -2.2473 4.4304 3.7232 -0.07 0.00 -0.12 0.001
H 2.3091 -3.2400 5.0423 -0.08 0.01 -0.07 0.000
C -2.0439 -1.9213 -5.1453 0.08 -0.17 -0.08 0.098
C 4.8733 2.9816 -0.0249 0.10 -0.12 0.16 0.001
N -2.9826 0.7450 -5.8733 0.19 -0.37 -0.03 0.327
C 2.7122 -0.1835 -0.6703 0.21 0.06 0.24 -0.045
H 1.5338 -3.5145 3.4627 0.01 0.04 0.09 0.000
H 6.3041 1.8036 1.1222 -0.02 0.04 0.02 0.000
H -4.0161 1.0730 -1.4481 0.01 0.01 -0.04 0.005
H -4.4325 1.2664 1.1628 0.03 -0.09 0.02 0.001
C -3.9362 0.3740 1.5576 -0.13 0.02 0.03 -0.007
H 3.9701 -2.9134 3.1660 -0.01 0.04 -0.06 0.000
C -1.4036 -3.1000 -4.8067 -0.08 0.03 -0.07 -0.053
N 2.6579 1.9317 0.0784 -1.08 -0.29 0.34 0.015
C -2.4075 -0.6240 3.2169 -0.03 0.04 0.08 -0.008
H 0.3967 -0.8673 5.7398 0.05 0.02 -0.02 0.000
C -0.3207 -3.5635 -5.5508 -0.09 0.09 -0.06 0.081
S 4.3407 0.3241 -0.8806 0.57 -0.12 -0.15 0.000
H -4.4934 0.5313 4.2474 0.03 0.07 -0.01 0.001
H 2.1313 -0.9160 6.1161 -0.07 0.03 -0.03 -0.001
H 0.1689 -2.9224 1.3589 -0.10 -0.04 -0.06 0.010
H 0.5473 -3.1017 4.8709 0.07 0.00 -0.03 0.000
O 0.5922 -1.0807 3.1349 -0.03 0.05 -0.23 -0.050
C -0.1005 1.0489 -4.9839 0.11 0.00 0.03 -0.008
H -0.2604 -1.1221 -7.9048 -0.06 -0.05 0.08 0.011
O 0.2724 -4.7333 -5.1112 0.11 -0.05 0.01 0.007
H 1.2833 -5.4045 -6.8016 -0.02 0.01 -0.02 0.000
H -1.2887 2.6546 4.6242 0.17 -0.09 -0.15 -0.001
C -3.5476 1.0003 -3.5581 0.19 -0.02 0.02 0.115
H 2.1983 -4.2994 -5.7539 0.01 0.03 0.01 -0.001
C 3.9808 -0.3639 4.2081 0.10 0.11 0.01 0.001
H -3.7898 3.1803 0.5002 0.11 0.06 -0.03 0.001
C -0.6486 2.1395 3.8932 0.19 0.05 0.10 0.016
H -4.7214 -0.3139 1.9131 0.08 0.11 -0.03 0.001
H 2.7200 -1.8750 -1.7274 0.06 -0.15 -0.02 -0.001
C 1.1765 1.1692 -4.4782 -0.04 -0.01 -0.02 0.039
C -0.5801 -1.6728 -7.0240 0.16 -0.15 -0.01 0.077
H -2.8874 -1.5796 -4.5573 0.04 -0.05 -0.02 0.013
H -0.2724 1.0608 -6.0520 -0.04 -0.03 0.00 0.001
C 1.5030 -2.9153 4.3747 0.02 -0.12 -0.01 0.000
C 1.3555 1.1524 -3.0872 0.01 0.10 -0.13 -0.010
C 1.4611 -5.1084 -5.7625 -0.08 -0.01 0.03 0.003
C -1.6450 -1.1593 -6.2738 -0.31 0.07 0.07 -0.032
H -1.7538 -1.0893 2.4761 -0.10 0.01 0.03 0.018
Si -1.4883 1.8401 2.2001 0.23 0.02 0.81 -0.138
H 3.6253 0.5845 4.6119 0.03 -0.07 0.02 0.000
C 0.0806 -2.8523 -6.6697 -0.01 0.21 -0.14 -0.039
H -2.9982 5.3971 2.4394 0.02 -0.07 0.06 -0.001
N 1.9821 0.7391 -0.1392 1.12 1.27 0.46 -0.027
H 2.8184 -2.5814 1.8443 0.07 0.00 0.06 0.001
O 2.4523 -0.0350 2.3821 -0.21 0.12 -0.01 -0.075
C 5.7347 2.7310 1.2220 -0.09 -0.03 -0.09 0.000
C -1.9226 0.9816 -1.7506 0.49 -0.30 0.90 0.059
H 1.2517 -1.5157 -0.9890 0.14 -0.02 0.02 0.016
H -2.9989 4.7109 0.0884 0.01 -0.10 0.06 0.001
H -2.2898 3.1701 -0.4295 -0.05 0.05 0.09 0.009
H -4.4427 2.1389 3.5197 0.04 -0.10 0.03 -0.001
H -1.3425 -3.8793 -2.1478 -0.09 0.06 0.21 0.001
C -2.8150 3.6669 0.3882 -0.02 0.07 0.04 -0.018
C -3.2238 1.0349 -2.1887 -0.32 -0.01 -0.02 -0.063
H 2.3584 1.2315 -2.6615 -0.15 0.02 -0.15 0.005
C -0.6967 4.3992 1.4499 0.02 0.04 0.03 -0.018
C -0.9059 0.9948 -2.7238 0.28 -0.10 -0.27 0.019
C -3.8190 1.3063 3.8541 0.01 0.08 0.15 -0.003
H 5.1011 2.6455 2.1062 0.03 0.00 -0.03 0.000
H 1.4521 0.4308 5.1735 0.02 -0.05 0.03 0.001
B 1.0595 -0.1752 2.1739 0.20 -0.33 0.65 -0.056
H 0.9049 -3.1987 -7.2833 -0.06 0.06 0.03 -0.002
H -2.4844 -2.5299 -2.3647 0.04 -0.07 0.14 0.002
H -0.0904 3.9182 0.6733 -0.03 0.06 0.04 0.031
C -2.0064 3.6312 1.6951 0.04 0.03 -0.48 -0.049
H 4.3582 -1.7182 1.9058 -0.06 -0.04 0.06 -0.001
```
Positions in Å, forces in eV/Å.

The multiplicity is 5. For the LUMO energy (alpha / beta), the calculation gives 1.78 / 1.77 eV. The relative energy (zero: lowest compared OMol25 entry of this formula, charge and spin) is 12.35 kcal/mol. The value obtained for the HOMO-LUMO gap (alpha / beta) is 4.0 / 5.3 eV. The calculation puts the electronic energy at -4229.41732 a.u. For the HOMO energy (alpha / beta), the calculation gives -2.2 / -3.5 eV. The largest force on an atom is 1.75 eV/Å. Its total charge is -1.

---

Record 2
C37H58IrN3O2P2SSi as an isolated structure, computed with ωB97M-V with the def2-TZVPD basis set.

The geometry in XYZ format:
```
105
Properties=species:S:1:pos:R:3:forces:R:3:mulliken_spin:R:1
H 4.0209 0.1696 1.6994 -0.12 -0.03 -0.19 0.003
C -0.3582 3.2862 3.6705 -0.35 -0.35 -0.35 0.019
H -1.0222 0.2832 3.8472 0.08 0.14 0.10 0.007
C 2.2515 0.0394 2.9101 -0.02 -0.16 -0.09 0.017
H 1.2577 3.7092 -3.6203 0.05 -0.04 -0.01 0.000
H -1.1143 -1.8639 -4.8847 -0.03 0.04 -0.21 0.000
C 3.4929 -2.3615 0.6155 0.08 -0.18 -0.11 -0.013
H 0.7248 1.1034 -4.6366 0.25 -0.05 0.07 -0.001
H 4.8608 8.0721 -4.6281 0.06 0.07 -0.06 0.000
H 3.5012 2.4355 2.7116 0.11 0.00 0.08 0.000
H -2.5020 -0.4690 4.4405 -0.12 0.03 0.07 0.000
Si -1.5180 0.3343 -3.7159 -0.06 -0.31 -0.44 -0.016
C 3.2151 0.6178 -1.2521 -0.42 0.03 0.10 0.011
C 2.4035 -4.4713 0.8850 0.13 0.08 -0.03 -0.013
N 1.9888 5.0109 -1.4570 -0.14 -0.01 0.27 0.010
H 0.3763 2.6056 4.0923 0.09 0.01 0.08 0.000
H 5.0868 0.7320 -0.1383 0.10 0.04 0.06 -0.001
H 4.4213 5.7265 -5.2782 0.04 0.01 -0.10 0.000
H -0.9349 -1.1349 4.8942 0.00 -0.06 0.05 0.000
C 2.7536 5.7638 -2.3452 0.34 0.29 -0.45 0.002
H -5.1334 -1.2994 1.9391 -0.09 -0.11 0.00 -0.001
C 2.7022 -0.0089 -2.5462 -0.11 0.11 0.17 0.034
C -1.1347 -1.5274 -3.8514 -0.16 0.72 0.10 0.006
H -0.4590 -4.1387 -1.5976 0.12 -0.01 -0.02 0.000
C -1.2363 -2.5851 -0.3298 -0.91 -0.35 -0.18 0.041
C -3.7425 -3.6567 -0.9740 -0.16 -0.11 -0.13 0.007
O -2.1389 3.0442 2.0885 -0.56 0.21 -0.41 -0.003
N 1.1261 3.2311 -2.7437 0.13 0.13 -0.24 0.001
C -1.4994 -1.5724 2.8592 0.18 0.20 -0.14 0.041
C -1.4865 0.9452 -1.9315 0.46 -0.14 0.48 0.410
H 5.2533 0.8865 -1.8823 0.01 0.02 -0.06 0.001
H 2.7172 0.3804 3.8342 0.05 0.03 0.07 -0.001
H -1.8879 -2.1080 -3.3283 -0.16 -0.09 0.12 0.000
H 3.0468 1.7024 -1.2942 -0.07 -0.12 0.06 -0.007
H 0.4756 2.4568 -2.7347 0.00 0.07 -0.01 0.010
C 4.2785 7.4303 -3.9863 0.06 -0.04 -0.09 0.001
H 4.9424 -0.6934 -1.1738 0.02 -0.09 -0.01 0.001
H 4.0173 8.9070 -2.4556 -0.02 0.09 0.02 0.000
H 3.1506 4.2535 -3.8318 0.01 -0.10 -0.01 0.000
S 0.4780 3.3348 -0.1966 -0.16 -0.06 0.02 0.115
C -2.4237 -2.0281 0.2032 0.27 0.23 -0.17 0.001
H 2.9354 -1.0720 -2.5609 -0.02 -0.13 -0.05 0.000
O -0.3928 1.6604 1.9749 0.84 -0.96 -0.82 0.023
H -3.4000 1.7099 0.2088 -0.01 0.08 -0.11 -0.002
H -3.2482 1.0548 2.4645 0.08 -0.07 -0.11 0.007
C -2.2679 -2.8671 3.1222 0.12 0.05 -0.20 0.017
H -2.6489 -5.0979 -2.1214 0.00 -0.04 -0.03 0.000
C -4.1546 1.0098 0.5596 0.23 0.09 0.02 0.009
H -0.4495 0.8988 -5.9127 -0.10 -0.13 -0.15 0.000
C 2.2891 -1.7580 0.2836 -0.45 0.19 -0.17 -0.001
H -0.4579 -1.8364 2.6337 -0.11 0.06 -0.07 0.007
H -2.1550 -3.5643 2.2946 -0.05 -0.08 0.00 -0.002
H -0.1749 -1.7673 -3.4044 0.23 -0.02 0.14 0.001
H 0.2965 -4.4891 0.6174 -0.07 -0.05 -0.03 0.003
H -3.3756 0.3532 -5.4535 0.10 -0.12 -0.22 0.003
C -1.4937 -0.6654 4.0852 0.08 0.11 -0.15 0.002
N -0.0674 -1.9259 -0.0827 -0.18 1.63 -0.17 0.103
C 3.0086 0.5899 1.7058 -0.35 0.06 -0.10 0.005
C 3.0476 7.0750 -1.9610 -0.14 -0.12 -0.01 0.001
H 1.2271 0.4034 2.8788 -0.11 0.04 0.13 -0.004
C -3.2812 0.6503 -4.4138 0.70 -0.09 0.39 0.018
H 4.5169 -4.1674 1.1303 0.10 -0.04 0.03 0.001
C 3.5689 -3.7153 0.8840 0.18 -0.04 0.08 0.028
Ir -0.2846 0.4693 -0.0703 -0.39 -0.36 -0.34 2.312
H -2.3915 0.5043 -1.4937 -0.12 -0.01 -0.06 0.001
P -2.0671 -0.6439 1.3233 -0.26 -0.60 0.28 0.284
C -1.3479 -3.7089 -1.1615 0.11 0.07 0.10 0.058
H -5.5559 0.2311 2.6911 -0.06 0.06 0.00 0.000
P 2.1093 0.0463 0.1579 0.88 -0.16 0.30 0.308
C -0.3171 1.2596 -4.8969 -0.37 -0.25 0.56 0.006
H -4.0209 0.0944 -3.8446 -0.12 -0.11 0.14 -0.001
C -3.6563 -2.5439 -0.1555 -0.11 -0.07 0.07 -0.016
H 2.0570 2.5025 1.7005 0.00 0.15 0.06 -0.006
H -4.4205 -0.8412 3.4824 0.00 -0.09 0.09 0.001
C 1.0987 -2.5302 0.2154 0.86 -0.37 0.31 0.047
H 3.1658 0.4634 -3.4118 0.04 0.01 -0.07 0.000
C 4.0243 6.1211 -4.3552 0.05 0.08 0.00 -0.001
C 4.7119 0.3663 -1.0915 -0.17 0.04 0.17 0.012
C -2.5845 -4.2369 -1.4697 -0.06 -0.02 0.06 0.001
H -5.0349 1.5910 0.8294 -0.08 0.02 0.03 0.000
H -3.5424 1.7031 -4.3522 -0.01 0.21 0.06 0.000
C 3.0675 2.1098 1.7670 0.00 -0.13 -0.02 0.020
H -1.1074 3.5517 4.4115 0.00 0.12 0.05 0.001
H -4.4248 0.3271 -0.2452 -0.06 -0.07 -0.09 -0.001
C 3.7975 7.8990 -2.7735 0.07 -0.05 -0.02 -0.001
H 2.6748 7.4394 -1.0142 -0.07 0.06 0.08 0.000
H -0.5121 2.3284 -4.9111 -0.08 0.24 0.00 0.000
H 0.1454 4.1846 3.3255 0.06 0.16 -0.01 0.000
C 1.1961 -3.8948 0.5723 -0.19 0.09 -0.07 0.049
H 2.4432 -5.5190 1.1464 -0.02 -0.09 0.02 0.000
C 3.2804 5.2834 -3.5422 -0.18 -0.11 0.14 0.002
H 4.3956 -1.7718 0.6727 0.06 0.08 0.05 0.001
H -1.8770 -3.3406 4.0234 0.04 0.00 0.06 0.001
H 1.6199 0.1030 -2.6236 -0.08 -0.03 -0.11 -0.023
C -3.6242 0.2771 1.7895 0.31 0.11 -0.16 0.049
H -4.5634 -2.0926 0.2137 -0.07 0.03 0.03 0.001
H -3.3285 -2.6848 3.2727 -0.10 -0.02 0.01 -0.001
H 2.2446 -1.0506 2.9088 -0.01 -0.06 0.05 0.001
H -4.7060 -4.0736 -1.2262 -0.09 0.02 -0.03 0.000
H 3.6597 2.5222 0.9517 0.03 0.14 -0.07 0.002
C -1.0543 2.6299 2.4583 0.15 0.72 1.18 -0.014
H 1.8897 5.4190 -0.5356 -0.01 -0.15 -0.12 0.002
C -4.7395 -0.4681 2.5146 0.18 -0.13 0.04 0.019
C 1.2395 3.8882 -1.5784 -0.18 -0.07 0.40 -0.012
H -1.6272 2.0312 -1.8999 -0.01 -0.01 0.00 -0.001
```
Positions in Å, forces in eV/Å.

The multiplicity is 5. For the LUMO energy (alpha / beta), the calculation gives 0.38 / -1.32 eV. The relative energy (zero: lowest compared OMol25 entry of this formula, charge and spin) is 10.21 kcal/mol. The value obtained for the HOMO-LUMO gap (alpha / beta) is 7.1 / 5.5 eV. The calculation puts the electronic energy at -3234.13722 a.u. For the HOMO energy (alpha / beta), the calculation gives -6.8 / -6.9 eV. The largest force on an atom is 1.65 eV/Å.